Record 1
The following is a quantum chemistry calculation of a cluster of 6 separate species, C25H44BrN6O9P in total in a non-equilibrium geometry, from the OMol25 dataset.

Atoms and positions in Å:
C1 -0.03 4.14 -2.15
C2 0.48 3.12 -3.15
O1 -0.06 1.79 -3.04
C3 -1.23 1.65 -2.36
C4 -2.41 2.09 -2.97
C5 -3.60 1.94 -2.30
C6 -3.65 1.32 -1.07
C7 -2.50 0.84 -0.46
C8 -1.27 1.00 -1.11
P1 0.11 0.26 -0.14
O2 0.30 -1.15 -0.95
Br1 1.98 1.39 -0.61
C9 -5.07 1.28 -0.63
O3 -5.52 0.60 0.24
N1 -5.81 2.16 -1.49
C10 -4.99 2.34 -2.67
O4 -5.40 2.73 -3.71
H1 -1.04 4.47 -2.40
H2 0.03 3.81 -1.11
H3 0.60 5.02 -2.25
H4 1.55 3.04 -3.03
H5 0.28 3.50 -4.15
H6 -2.38 2.56 -3.95
H7 -2.56 0.35 0.50
H8 0.36 -0.96 -1.90
H9 -5.98 3.07 -1.09
C11 -7.27 -3.33 0.36
N2 -6.06 -2.53 0.36
C12 -4.77 -2.96 0.43
C13 -4.55 -4.45 0.53
O5 -3.85 -2.16 0.43
H10 -7.83 -3.15 -0.56
H11 -7.90 -3.06 1.20
H12 -7.03 -4.39 0.42
H13 -6.16 -1.52 0.30
H14 -3.48 -4.63 0.58
H15 -5.01 -4.86 1.42
H16 -4.95 -4.95 -0.36
C14 -0.77 -8.26 2.74
N3 -1.99 -7.49 2.93
C15 -3.08 -7.44 2.12
C16 -3.06 -8.28 0.86
O6 -4.04 -6.74 2.42
H17 -0.63 -8.94 3.58
H18 0.09 -7.58 2.69
H19 -0.81 -8.84 1.82
H20 -2.07 -6.91 3.75
H21 -4.00 -8.13 0.33
H22 -2.24 -7.97 0.21
H23 -2.96 -9.34 1.10
C17 4.24 -0.31 4.55
N4 3.66 0.73 3.71
C18 2.42 0.79 3.18
C19 1.48 -0.36 3.48
O7 2.08 1.74 2.49
H24 4.55 0.12 5.50
H25 5.12 -0.72 4.06
H26 3.52 -1.11 4.72
H27 4.25 1.51 3.49
H28 0.53 -0.16 2.99
H29 1.88 -1.30 3.10
H30 1.31 -0.45 4.55
C20 1.61 5.59 -8.85
N5 1.19 4.71 -7.78
C21 0.06 4.77 -7.03
C22 -0.91 5.90 -7.32
O8 -0.16 3.95 -6.16
H31 1.72 5.02 -9.78
H32 2.57 6.04 -8.60
H33 0.88 6.37 -9.02
H34 1.78 3.93 -7.54
H35 -1.75 5.81 -6.64
H36 -0.43 6.86 -7.16
H37 -1.28 5.84 -8.34
C23 9.01 1.62 7.02
N6 7.77 1.58 6.27
C24 7.59 1.67 4.93
C25 8.82 1.83 4.07
O9 6.47 1.62 4.44
H38 9.13 0.69 7.58
H39 9.00 2.46 7.71
H40 9.86 1.73 6.35
H41 6.91 1.48 6.78
H42 8.51 1.88 3.03
H43 9.36 2.74 4.32
H44 9.49 0.97 4.19

* DFT total energy: -133340.9062 eV
* M: 683.54 g/mol
* HOMO-LUMO gap: 8.4930 eV
* HOMO: -8.4 eV
* spin multiplicity: 1
* charge: 0
* SMILES: CCOc1cc2c(cc1P(O)Br)C(=O)NC2=O.CNC(C)=O.CNC(C)=O.CNC(C)=O.CNC(C)=O.CNC(C)=O

---

Record 2
The following is a quantum chemistry calculation of a structure of composition C25H44F6HfO15 in a non-equilibrium geometry, from the OMol25 dataset.

Atoms and positions in Å:
Hf1 3.29 -0.33 0.58
C1 3.87 2.89 -0.95
O1 3.79 2.17 -2.18
O2 3.76 1.89 -0.01
C2 5.14 3.77 -1.11
F1 5.31 4.70 -0.15
F2 6.25 2.98 -1.01
F3 5.19 4.41 -2.25
C3 2.86 2.66 -3.17
C4 2.73 1.48 -4.20
H1 2.39 0.58 -3.69
H2 1.98 1.73 -4.95
H3 3.72 1.40 -4.65
H4 3.39 3.43 -3.73
H5 1.88 2.94 -2.78
H6 3.05 3.61 -0.94
O3 -0.50 0.75 -0.92
C5 0.72 0.49 -0.51
O4 1.09 0.55 0.69
O5 1.66 0.03 -1.19
H7 -0.60 0.45 -1.86
C6 -1.66 0.39 3.54
O6 -2.72 -0.09 2.73
C7 -3.33 0.87 1.89
C8 -4.33 0.23 0.97
O7 -5.60 -0.01 1.58
C9 -6.47 1.15 1.69
H8 -1.55 -0.25 4.41
H9 -1.88 1.38 3.95
H10 -0.74 0.40 2.96
H11 -2.50 1.34 1.34
H12 -3.79 1.62 2.54
H13 -3.89 -0.67 0.54
H14 -4.51 0.80 0.05
H15 -7.39 0.82 2.16
H16 -6.69 1.70 0.77
H17 -6.11 1.90 2.40
C10 -2.38 0.19 -3.91
O8 -1.12 -0.20 -3.38
C11 -0.81 -1.60 -3.44
C12 -1.67 -2.44 -2.46
O9 -2.94 -2.69 -3.05
C13 -3.73 -3.63 -2.34
H18 -2.46 1.26 -3.73
H19 -3.21 -0.19 -3.32
H20 -2.53 0.01 -4.98
H21 0.23 -1.58 -3.12
H22 -0.86 -2.01 -4.45
H23 -1.87 -1.91 -1.53
H24 -1.24 -3.43 -2.27
H25 -4.55 -3.97 -2.97
H26 -4.27 -3.06 -1.58
H27 -3.22 -4.52 -1.97
O10 1.78 -1.76 1.93
C14 1.24 -2.43 2.82
O11 -0.05 -2.54 2.82
C15 -0.60 -3.10 4.00
C16 0.62 -3.81 4.64
C17 1.80 -3.08 4.04
H28 -1.38 -3.81 3.76
H29 -1.03 -2.39 4.70
H30 0.67 -4.87 4.40
H31 0.64 -3.79 5.73
H32 2.66 -3.72 3.88
H33 2.16 -2.23 4.63
O12 2.86 -2.34 -0.63
C18 2.85 -3.27 -1.44
O13 1.82 -3.35 -2.29
C19 1.98 -4.49 -3.15
C20 3.49 -4.68 -3.25
C21 3.98 -4.23 -1.88
H34 1.50 -4.20 -4.08
H35 1.38 -5.23 -2.63
H36 3.98 -4.03 -3.97
H37 3.73 -5.70 -3.55
H38 4.92 -3.67 -1.83
H39 4.10 -5.07 -1.19
C22 0.37 4.28 0.69
C23 0.35 3.49 2.01
O14 0.11 4.45 3.05
C24 -1.14 4.56 3.52
O15 -2.05 3.85 3.15
C25 -1.39 5.69 4.51
F4 -0.33 6.39 4.88
F5 -2.35 6.50 4.04
F6 -1.98 5.13 5.58
H40 -0.44 4.99 0.50
H41 0.20 3.53 -0.09
H42 1.31 4.78 0.48
H43 1.37 3.12 2.09
H44 -0.33 2.65 2.08

* DFT total energy: -74943.8022 eV
* M: 877.09 g/mol
* HOMO-LUMO gap: 3.8710 eV
* HOMO: -13.1 eV
* spin multiplicity: 1
* charge: +2
* energy above the lowest of the compared OMol25 structures with the same formula, charge and spin: 32.7 kcal per mole

---

Record 3
The following is a quantum chemistry calculation of the ion C25H44FN2O6 with charge -1 in a non-equilibrium geometry, from the OMol25 dataset.

Atoms and positions in Å:
C1 -2.10 -0.27 3.06
C2 -1.09 0.14 2.53
C3 0.16 0.60 1.74
C4 1.03 -0.54 1.06
C5 1.43 -1.86 1.91
C6 2.74 -1.77 2.82
C7 2.52 -1.16 4.26
O1 1.33 -0.38 4.44
C8 0.26 -2.82 2.42
O2 -0.15 -2.77 3.61
O3 -0.32 -3.67 1.58
O4 1.96 -2.67 0.80
C9 1.86 -2.12 -0.52
C10 3.37 -1.67 -0.81
N1 3.75 -1.64 -2.26
C11 1.52 -3.39 -1.40
C12 2.65 -4.48 -1.45
F1 2.04 -5.67 -2.02
C13 0.80 -0.89 -0.49
C14 -0.75 -1.31 -0.58
C15 -1.68 -0.20 -1.25
C16 -3.15 -0.40 -0.61
C17 -4.23 -0.71 -1.74
C18 -5.65 -0.98 -1.03
C19 -6.49 0.35 -0.81
C20 -6.68 0.64 0.76
O5 1.35 -0.05 -1.52
C21 1.39 1.34 -1.26
C22 2.40 1.94 -2.36
N2 2.30 3.41 -2.49
C23 2.59 4.13 -1.22
C24 1.32 5.05 -0.87
C25 0.95 5.09 0.67
O6 0.18 4.55 -1.62
H1 -3.03 -0.44 3.66
H2 0.80 1.20 2.44
H3 -0.21 1.30 0.92
H4 2.06 -0.03 1.01
H5 3.05 -2.86 2.97
H6 3.58 -1.29 2.24
H7 3.41 -0.46 4.45
H8 2.56 -1.93 5.08
H9 1.61 0.56 4.42
H10 4.11 -2.35 -0.29
H11 3.57 -0.64 -0.38
H12 2.93 -1.59 -2.87
H13 4.21 -0.73 -2.41
H14 0.53 -3.81 -1.03
H15 1.33 -3.04 -2.47
H16 3.04 -4.76 -0.43
H17 3.46 -4.19 -2.17
H18 -1.11 -1.60 0.46
H19 -0.89 -2.25 -1.20
H20 -1.38 0.86 -1.04
H21 -1.71 -0.46 -2.36
H22 -3.37 0.54 -0.02
H23 -3.19 -1.26 0.12
H24 -3.91 -1.63 -2.30
H25 -4.30 0.21 -2.39
H26 -6.20 -1.71 -1.69
H27 -5.50 -1.47 -0.02
H28 -6.08 1.26 -1.33
H29 -7.54 0.15 -1.21
H30 -7.03 -0.27 1.32
H31 -5.72 1.06 1.18
H32 -7.46 1.45 0.92
H33 1.81 1.66 -0.27
H34 0.42 1.91 -1.41
H35 3.46 1.63 -2.07
H36 2.17 1.38 -3.31
H37 3.06 3.67 -3.14
H38 2.93 3.47 -0.37
H39 3.45 4.85 -1.44
H40 1.52 6.11 -1.23
H41 0.37 4.17 1.01
H42 1.83 5.26 1.35
H43 0.24 5.97 0.85
H44 -0.47 4.29 -0.93

* DFT total energy: -44615.2869 eV
* M: 487.63 g/mol
* HOMO-LUMO gap: 6.1645 eV
* HOMO: -3.9 eV
* spin multiplicity: 1
* charge: -1
* SMILES: C#CC[C@H]1[C@@](CCO)(C(=O)[O-])O[C@@](CN)(CCF)[C@]1(CCCCCCC)OCCNC[C@H](C)O